ORCA calculation (the ωB97M-V functional and the def2-TZVPD basis) on a molecular structure, C34H40BBrMnN8O2.

Structure (XYZ):
```
87
Properties=species:S:1:pos:R:3
Mn -0.092 -0.528 0.180
C 0.407 3.476 -2.684
C 1.299 2.738 -1.680
C 1.744 1.401 -2.235
C 0.613 2.697 -0.341
C 0.355 3.851 0.407
C -0.320 3.422 1.521
N -0.460 2.096 1.451
N 0.120 1.629 0.311
B -1.191 1.185 2.463
N -2.323 0.512 1.645
C -3.640 0.686 1.774
C -4.250 0.339 0.586
C -3.212 -0.038 -0.268
N -2.049 0.067 0.402
C -3.317 -0.382 -1.726
C -4.753 -0.233 -2.224
C -2.375 0.501 -2.541
N -0.171 0.198 3.045
C 0.162 0.119 4.346
C 1.457 -0.320 4.433
C 1.891 -0.476 3.105
N 0.887 -0.183 2.271
C 3.341 -0.661 2.734
C 3.734 0.304 1.615
C 3.813 -2.087 2.432
H 0.923 3.580 -3.637
H 0.141 4.471 -2.331
H -0.515 2.921 -2.854
H 2.199 3.342 -1.529
H 0.889 0.751 -2.438
H 2.418 0.887 -1.557
H 2.261 1.553 -3.183
H 0.633 4.857 0.157
H -0.716 3.965 2.359
H -1.686 1.832 3.336
H -4.052 1.079 2.684
H -5.298 0.381 0.361
H -3.037 -1.426 -1.868
H -5.122 0.778 -2.058
H -5.424 -0.932 -1.726
H -4.795 -0.432 -3.293
H -2.677 1.546 -2.465
H -2.391 0.213 -3.591
H -1.342 0.436 -2.186
H -0.528 0.430 5.108
H 2.046 -0.462 5.320
H 3.868 -0.354 3.642
H 3.207 0.047 0.695
H 4.805 0.243 1.424
H 3.486 1.334 1.873
H 3.733 -2.310 1.374
H 3.256 -2.838 2.989
H 4.867 -2.182 2.691
N -1.122 -2.213 1.785
C -2.002 -3.006 1.031
C -3.038 -3.737 1.555
C -3.856 -4.538 0.735
C -3.610 -4.640 -0.606
C -2.576 -3.871 -1.186
C -2.267 -3.919 -2.563
C -1.282 -3.120 -3.068
C -0.639 -2.219 -2.204
N -0.908 -2.148 -0.917
C -1.819 -3.005 -0.372
H -1.435 -2.051 2.734
H -0.169 -2.572 1.776
H -3.203 -3.722 2.624
H -4.655 -5.109 1.185
H -4.192 -5.298 -1.235
H -2.818 -4.595 -3.203
H -1.007 -3.140 -4.112
H 0.104 -1.529 -2.586
Br 2.058 -5.370 0.650
C 3.059 -4.438 -0.654
C 4.045 -5.153 -1.317
C 4.812 -4.543 -2.297
C 4.590 -3.211 -2.624
C 3.605 -2.506 -1.956
C 2.829 -3.108 -0.960
C 1.808 -2.312 -0.236
O 1.180 -2.731 0.729
O 1.557 -1.110 -0.697
H 4.208 -6.190 -1.060
H 5.581 -5.111 -2.800
H 5.182 -2.726 -3.386
H 3.428 -1.467 -2.186
```

Calculated values
ΔE to the lowest compared entry with this formula, charge and spin: 9.2 kcal/mol
Charge: +1
DFT total energy: -153961.8957 eV
Orbital gap (alpha / beta): 6.5 / 7.8 eV
Multiplicity: 5